Entry from the OMol25 dataset: a 10-piece molecular cluster, C37H82O23 overall (the ωB97M-V functional and the def2-TZVPD basis).

Summary:
E_LUMO: 0.3 eV
HOMO-LUMO gap: 0.3493 Eh

Each line ends with the Mulliken charge.
Atoms and positions in Å:
C1 -4.297 -1.482 2.916  0.783
C2 -4.960 -1.654 1.591  0.539
O1 -5.922 -0.572 1.508  -0.429
C3 -5.651 0.279 2.481  0.551
O2 -6.237 1.267 2.718  -0.536
O3 -4.553 -0.120 3.239  -0.403
H1 -3.219 -1.639 2.892  -0.767
H2 -4.658 -2.210 3.686  0.272
H3 -5.487 -2.617 1.585  0.413
H4 -4.265 -1.607 0.748  -0.544
C4 -1.180 -5.459 0.872  -0.112
C5 -1.541 -4.060 0.218  1.094
O4 -2.837 -3.734 0.832  0.048
C6 -3.225 -4.670 1.633  0.402
O5 -4.304 -4.705 2.158  -0.621
O6 -2.212 -5.580 1.833  -0.427
H5 -0.290 -5.434 1.475  0.004
H6 -1.153 -6.290 0.171  0.282
H7 -1.596 -4.119 -0.844  0.013
H8 -0.808 -3.293 0.533  -0.764
C7 0.133 0.930 -1.258  0.322
C8 1.019 0.598 0.028  1.169
O7 0.071 0.117 1.005  -0.189
C9 -0.995 -0.263 0.322  -0.041
O8 -1.941 -0.802 0.873  -0.380
O9 -1.073 0.173 -0.946  -0.174
H9 0.514 0.494 -2.182  -0.247
H10 -0.035 1.966 -1.406  -0.245
H11 1.528 1.429 0.493  -0.323
H12 1.660 -0.258 -0.223  -0.250
C10 -4.188 4.405 2.474  -0.757
O10 -3.368 4.366 1.292  -0.431
C11 -3.813 3.358 0.452  -0.415
C12 -2.877 3.069 -0.723  0.799
O11 -2.910 4.101 -1.664  -0.497
C13 -1.728 4.821 -1.637  -0.419
H13 -5.207 4.604 2.182  0.357
H14 -3.806 5.198 3.174  0.233
H15 -4.136 3.427 2.957  0.298
H16 -4.818 3.605 0.024  0.455
H17 -3.879 2.395 1.023  0.030
H18 -3.226 2.144 -1.180  0.201
H19 -1.860 2.889 -0.294  -0.591
H20 -1.963 5.851 -1.914  0.409
H21 -0.981 4.400 -2.290  0.057
H22 -1.295 4.874 -0.647  0.116
C14 -0.161 0.061 7.680  -0.754
O12 0.195 -0.638 6.509  -0.293
C15 0.376 0.229 5.377  -0.796
C16 -0.150 -0.536 4.118  0.593
O13 0.385 -1.839 3.922  -0.358
C17 -0.537 -2.852 3.483  0.020
H23 -1.116 0.602 7.523  0.303
H24 0.615 0.783 8.010  0.276
H25 -0.291 -0.621 8.523  0.256
H26 1.432 0.532 5.356  0.407
H27 -0.262 1.153 5.442  0.363
H28 0.145 0.071 3.235  -0.408
H29 -1.186 -0.587 4.181  0.273
H30 -1.246 -3.104 4.281  0.499
H31 0.155 -3.713 3.371  -0.073
H32 -1.101 -2.647 2.552  -0.334
C18 -4.187 -1.875 -2.325  -0.559
O14 -2.958 -2.622 -2.437  0.328
C19 -2.987 -3.516 -3.505  -0.918
C20 -2.661 -2.964 -4.858  -0.548
O15 -1.338 -2.400 -4.803  -0.034
C21 -0.838 -2.170 -6.126  -0.793
H33 -4.182 -1.042 -2.980  0.188
H34 -4.244 -1.509 -1.293  -0.215
H35 -5.020 -2.527 -2.502  0.440
H36 -3.877 -4.145 -3.558  0.493
H37 -2.170 -4.217 -3.301  0.246
H38 -3.342 -2.164 -5.198  0.325
H39 -2.711 -3.827 -5.489  0.449
H40 -0.788 -3.050 -6.819  0.305
H41 0.175 -1.721 -6.011  0.016
H42 -1.429 -1.423 -6.659  0.379
C22 4.062 0.709 -4.353  -0.658
O16 2.673 0.945 -4.224  0.064
C23 2.052 1.142 -5.462  -0.728
C24 0.681 1.759 -5.334  -0.488
O17 -0.276 0.741 -5.004  0.168
C25 -1.588 1.131 -5.205  -0.853
H43 4.429 0.688 -3.349  -0.049
H44 4.511 1.619 -4.828  0.346
H45 4.367 -0.135 -4.908  0.308
H46 2.071 0.172 -5.995  0.257
H47 2.677 1.836 -6.068  0.416
H48 0.384 2.311 -6.211  0.521
H49 0.675 2.524 -4.557  0.080
H50 -1.877 2.055 -4.699  0.354
H51 -2.256 0.300 -4.921  0.021
H52 -1.783 1.437 -6.232  0.348
C26 -0.872 3.057 2.495  -0.988
O18 0.305 2.929 1.694  0.396
C27 1.085 4.074 1.777  -0.871
C28 2.247 4.115 0.855  -0.224
O19 1.857 3.847 -0.487  -0.144
C29 2.952 3.829 -1.382  -0.254
H53 -1.623 3.811 2.129  0.315
H54 -0.593 3.527 3.454  0.583
H55 -1.258 2.071 2.729  0.095
H56 1.392 4.220 2.832  0.321
H57 0.539 4.999 1.502  0.334
H58 2.947 3.370 1.213  -0.094
H59 2.843 5.031 1.059  0.491
H60 3.828 3.238 -1.089  -0.015
H61 3.329 4.829 -1.696  0.373
H62 2.590 3.414 -2.317  -0.062
C30 4.449 -0.338 2.426  -0.390
O20 5.006 -0.732 1.155  -0.454
C31 4.786 0.205 0.154  0.594
C32 5.890 1.259 0.047  -0.811
O21 5.615 2.366 0.918  -0.231
C33 6.560 3.408 0.627  -0.876
H63 4.955 -0.834 3.252  0.335
H64 3.388 -0.563 2.392  -0.069
H65 4.556 0.743 2.558  0.330
H66 3.790 0.675 0.281  -0.290
H67 4.702 -0.275 -0.866  0.058
H68 5.977 1.679 -0.979  0.401
H69 6.824 0.693 0.308  0.471
H70 6.456 3.705 -0.437  0.311
H71 7.534 3.037 0.810  0.342
H72 6.239 4.188 1.309  0.251
C34 0.817 -2.635 -2.170  -0.982
O22 1.084 -2.604 -0.736  0.549
C35 2.439 -3.041 -0.474  -0.897
C36 2.669 -3.178 0.996  0.256
O23 2.128 -4.385 1.478  -0.353
C37 2.478 -4.656 2.782  -1.006
H73 -0.176 -2.246 -2.374  0.074
H74 1.053 -3.649 -2.596  0.381
H75 1.530 -1.975 -2.694  0.277
H76 3.228 -2.439 -0.883  0.323
H77 2.706 -4.060 -0.883  0.420
H78 2.314 -2.391 1.640  -0.361
H79 3.757 -3.225 1.156  0.615
H80 3.499 -4.979 2.794  0.385
H81 1.877 -5.462 3.235  0.298
H82 2.370 -3.801 3.479  0.328


Entry from the OMol25 dataset: C18H23CoN6S2 as an isolated structure (the ωB97M-V functional and the def2-TZVPD basis).

Summary:
spin multiplicity: 4
E_LUMO (alpha / beta): -3.2 / -3.5 eV
HOMO-LUMO gap (alpha / beta): 0.2687 / 0.2626 Eh
total charge: +1

Each line ends with the Mulliken charge.
Atoms and positions in Å:
Co1 0.868 -1.416 -1.691  -0.223
N1 4.205 -2.245 0.811  -0.389
C1 3.023 -2.136 0.196  0.548
S1 3.042 -1.862 -1.533  -0.320
N2 1.921 -2.227 0.892  -1.131
N3 0.802 -2.075 0.214  0.683
C2 -0.402 -2.197 0.679  0.075
C3 -0.734 -2.421 2.088  0.410
C4 -1.735 -3.322 2.455  -0.146
C5 -2.088 -3.458 3.784  -0.787
C6 -1.460 -2.692 4.753  -0.439
C7 -0.448 -1.813 4.397  -0.705
C8 -0.075 -1.684 3.073  -0.463
C9 -1.436 -1.985 -0.331  0.943
C10 -2.744 -1.634 -0.004  -0.498
C11 -3.656 -1.381 -1.012  -0.595
C12 -3.245 -1.519 -2.332  -0.524
C13 -1.929 -1.866 -2.585  -0.208
N4 -1.027 -2.065 -1.624  -0.426
H1 5.038 -2.337 0.255  0.212
H2 4.238 -2.504 1.784  0.247
H3 -2.213 -3.928 1.700  0.549
H4 -2.859 -4.158 4.067  0.405
H5 -1.758 -2.783 5.786  0.405
H6 0.048 -1.227 5.155  0.406
H7 0.704 -0.993 2.785  0.443
H8 -3.015 -1.529 1.034  0.538
H9 -4.667 -1.084 -0.778  0.471
H10 -3.928 -1.356 -3.151  0.429
H11 -1.585 -2.011 -3.602  0.451
C14 0.008 3.060 1.298  -0.991
C15 1.409 2.831 0.742  -0.736
N5 1.484 3.032 -0.692  -0.025
C16 1.114 2.119 -1.582  0.336
S2 0.364 0.693 -1.020  -0.029
N6 1.267 2.318 -2.892  -0.095
C17 1.522 3.601 -3.522  -0.724
C18 0.276 4.485 -3.508  -0.917
H12 0.017 2.879 2.367  0.363
H13 -0.702 2.379 0.839  0.291
H14 -0.321 4.079 1.123  0.339
H15 1.717 1.804 0.957  0.294
H16 2.114 3.517 1.212  0.405
H17 1.853 3.914 -1.018  0.260
H18 0.914 1.577 -3.482  0.220
H19 1.831 3.409 -4.550  0.393
H20 2.354 4.092 -3.011  0.308
H21 -0.525 4.023 -4.079  0.299
H22 0.499 5.450 -3.952  0.363
H23 -0.082 4.646 -2.494  0.287


Entry from the OMol25 dataset: C47H59IrN4O5SSb as an isolated structure (the ωB97M-V functional and the def2-TZVPD basis).

Summary:
spin multiplicity: 6
E_LUMO (alpha / beta): -5.3 / -7.3 eV
HOMO-LUMO gap (alpha / beta): 0.1710 / 0.1866 Eh
total charge: +2
energy above the lowest of the compared OMol25 structures with the same formula, charge and spin: 75.7 kJ/mol

Each line ends with the Mulliken charge.
Atoms and positions in Å:
Ir1 -0.378 -1.278 1.098  3.106
C1 6.574 -2.164 1.354  -0.718
O1 5.793 -3.128 2.059  -0.385
C2 4.531 -2.700 2.369  0.121
C3 4.140 -2.777 3.795  -0.762
C4 3.052 -2.081 4.182  -0.737
C5 2.103 -1.516 3.286  0.615
C6 0.967 -0.787 3.713  1.023
C7 0.857 -0.191 5.143  -1.656
O2 -0.086 -0.598 2.957  -0.711
C8 2.322 -1.660 1.866  0.311
O3 1.582 -1.036 0.965  -0.976
C9 3.529 -2.279 1.469  -0.799
H1 6.058 -1.836 0.445  0.332
H2 7.464 -2.672 1.004  0.254
H3 6.879 -1.355 2.025  0.284
H4 4.796 -3.274 4.551  0.423
H5 2.862 -2.117 5.261  0.293
H6 1.719 0.441 5.284  0.445
H7 0.881 -1.016 5.838  0.435
H8 -0.086 0.356 5.166  0.302
H9 3.767 -2.392 0.441  0.827
O4 -2.347 -1.680 1.379  -0.813
S1 -3.169 -1.201 2.709  -0.039
C10 -2.820 -2.600 3.813  0.626
C11 -3.249 -2.516 5.148  -0.388
C12 -2.932 -3.508 6.009  -0.695
C13 -2.161 -4.578 5.624  -0.371
C14 -1.713 -4.662 4.283  -0.875
C15 -2.000 -3.659 3.420  0.107
C16 -4.798 -1.647 2.373  0.865
C17 -5.133 -2.720 1.474  -0.220
C18 -6.512 -3.020 1.283  -0.701
C19 -7.512 -2.162 1.701  -0.468
C20 -7.126 -0.995 2.407  -0.577
C21 -5.799 -0.743 2.767  -0.314
H10 -3.680 -1.544 5.462  0.402
H11 -3.209 -3.468 7.053  0.411
H12 -1.898 -5.427 6.322  0.368
H13 -0.995 -5.378 3.995  0.503
H14 -1.507 -3.579 2.426  0.092
H15 -4.319 -3.309 1.016  0.248
H16 -6.714 -3.882 0.678  0.415
H17 -8.554 -2.294 1.412  0.409
H18 -7.905 -0.269 2.621  0.405
H19 -5.535 0.225 3.267  0.344
N1 -1.221 1.022 -0.814  -0.884
C22 -0.821 0.240 0.045  0.300
C23 7.000 5.036 2.881  -1.166
C24 5.841 4.238 2.458  0.699
C25 5.280 4.384 1.058  -1.079
C26 5.296 3.051 3.290  -0.897
Sb1 -0.671 3.123 -0.969  0.617
C27 -2.124 4.192 0.407  1.195
C28 -2.225 3.361 1.651  -1.584
C29 -3.393 4.326 -0.412  -1.580
C30 -1.516 5.571 0.716  -1.470
C31 -0.477 3.387 -3.156  1.279
C32 -1.733 2.774 -3.671  -1.709
C33 -0.527 4.908 -3.379  -1.201
C34 0.749 2.609 -3.651  -1.405
H20 7.933 4.785 2.342  0.267
H21 7.176 4.963 3.970  0.340
H22 6.802 6.040 2.539  0.347
H23 4.284 4.774 0.970  0.267
H24 5.159 3.362 0.532  0.210
H25 5.856 4.953 0.285  0.325
H26 5.477 2.175 2.612  0.135
H27 4.216 3.070 3.432  0.245
H28 5.777 3.016 4.310  0.313
H29 -2.948 2.535 1.536  0.254
H30 -2.520 3.938 2.517  0.534
H31 -1.242 2.875 1.915  0.304
H32 -3.821 3.350 -0.742  0.354
H33 -3.141 4.799 -1.388  0.388
H34 -4.155 4.912 0.132  0.434
H35 -0.430 5.418 0.947  0.371
H36 -2.031 5.991 1.595  0.487
H37 -1.635 6.264 -0.149  0.347
H38 -2.662 3.125 -3.197  0.237
H39 -1.720 1.660 -3.616  0.318
H40 -1.826 2.971 -4.721  0.726
H41 -1.494 5.171 -2.932  0.341
H42 -0.656 5.152 -4.469  0.382
H43 0.349 5.493 -2.972  0.321
H44 0.863 1.556 -3.237  0.017
H45 1.679 3.068 -3.318  0.486
H46 0.827 2.570 -4.790  0.449
C35 -2.552 0.679 -6.869  -1.540
C36 -1.541 -0.374 -6.475  0.714
C37 -0.410 0.096 -5.770  -0.599
C38 0.546 -0.785 -5.242  0.143
C39 0.563 -2.097 -5.719  -0.110
N2 1.664 -2.972 -5.562  -0.018
C40 2.543 -3.183 -4.512  0.043
O5 3.522 -3.921 -4.648  -0.630
N3 2.117 -2.452 -3.312  -0.060
C41 0.896 -2.632 -2.695  0.253
C42 0.241 -3.826 -2.886  0.071
C43 -0.739 -4.201 -1.956  -1.167
C44 -1.028 -3.431 -0.850  0.109
N4 -0.346 -2.248 -0.718  -0.218
C45 0.525 -1.753 -1.643  -0.613
C46 -0.573 -2.590 -6.350  -0.513
C47 -1.640 -1.734 -6.731  -0.909
H47 -2.911 1.144 -6.003  0.268
H48 -3.402 0.304 -7.400  0.407
H49 -2.067 1.347 -7.489  0.441
H50 -0.211 1.165 -5.598  0.184
H51 1.393 -0.287 -4.739  0.599
H52 1.936 -3.445 -6.427  0.292
H53 2.957 -2.469 -2.713  0.272
H54 0.346 -4.423 -3.786  0.507
H55 -1.415 -5.057 -2.243  0.324
H56 -1.698 -3.686 0.007  0.207
H57 1.141 -0.875 -1.438  0.629
H58 -0.715 -3.639 -6.431  0.426
H59 -2.458 -2.191 -7.273  0.415